{
  "formula": "C4H5CoO4",
  "method": "wB97M-V/def2-TZVPD",
  "homo_lumo_gap_ev": [8.9, 5.2],
  "multiplicity": 6,
  "s_squared": 8.7727,
  "largest_force_ha_per_bohr": 0.1287,
  "charge": 1,
  "species": ["O", "C", "O", "O", "Co", "C", "C", "O", "C", "H", "H", "H", "H", "H"],
  "positions_angstrom": [[1.5114, 1.4185, 0.7347], [1.7860, 0.3557, 0.0445], [2.6721, -0.4549, 0.2884], [0.8296, 0.1097, -0.8925], [-0.1663, 1.6539, -0.2104], [-0.4681, -1.5773, -0.8338], [-1.3415, -1.5607, 0.2584], [-1.9856, -0.4679, 0.7425], [-2.1442, 0.7136, 0.0226], [0.1959, -2.4438, -0.8647], [-0.8754, -1.2383, -1.7933], [-1.4607, -2.4160, 0.9239], [-2.7267, 1.4191, 0.6285], [-2.5047, 0.5345, -1.0022]],
  "forces_ev_per_a": [[2.05, -1.45, -0.33], [-5.65, 3.37, -0.69], [2.14, -1.65, 0.34], [2.98, -0.65, 0.77], [-2.14, 0.07, 0.18], [-1.89, -1.35, -0.63], [-0.29, 2.32, 1.55], [0.57, -3.15, -0.82], [1.62, 1.92, -0.83], [-0.09, 0.36, -0.13], [0.77, 0.44, 0.33], [0.28, 0.36, 0.10], [-0.19, -0.67, -0.34], [-0.15, 0.07, 0.51]]
}